Here is a 14-piece molecular cluster, C47H128N6O15 overall at a distorted geometry from OMol25. Energies are from wB97M-V/def2-TZVPD.

Cartesian coordinates (Å):
1 O 9.998765 13.124755 13.969590
2 O 18.548968 20.976675 9.919080
3 O 15.349657 15.804504 18.044073
4 O 18.383730 13.937062 13.718017
5 O 12.886597 9.655329 12.057576
6 O 18.795391 11.555842 14.912227
7 O 20.451107 12.387184 12.569673
8 O 11.666958 18.719267 16.857380
9 O 15.720756 14.524306 12.644123
10 O 14.521322 15.871664 8.156375
11 O 16.662826 18.231299 18.998630
12 O 10.027399 20.657568 14.455584
13 O 10.715829 13.742506 9.807288
14 O 19.700852 16.643214 11.066620
15 O 15.186188 13.723006 10.029915
16 N 9.849417 20.619758 18.076823
17 N 8.719356 13.012510 11.494685
18 N 12.906799 11.683339 14.149954
19 N 22.683372 18.153355 9.460303
20 N 13.010880 20.759111 14.871694
21 N 19.135898 20.687110 12.631396
22 C 17.014422 14.042833 18.447724
23 C 18.390479 19.692522 11.907295
24 C 11.518085 18.832588 18.240648
25 C 9.606980 11.997447 10.938659
26 C 12.920776 10.211995 14.368516
27 C 15.777895 12.366623 9.998503
28 C 20.237259 13.744623 12.198112
29 C 17.407061 18.986795 12.912816
30 C 15.035074 14.965198 13.876742
31 C 15.174818 11.658707 8.807391
32 C 15.271483 19.557610 17.506502
33 C 14.801919 17.224778 8.456942
34 C 17.739452 10.557621 14.754645
35 C 14.740970 17.566244 9.991064
36 C 12.219703 8.961639 10.989606
37 C 9.682324 21.758530 13.658051
38 C 15.659286 16.230627 14.491365
39 C 21.857299 18.085726 11.822724
40 C 19.680170 14.519961 13.323573
41 C 11.150369 20.451119 20.170811
42 C 20.418632 17.258645 9.985461
43 C 18.432460 16.381303 10.572624
44 C 11.922353 14.490104 9.587631
45 C 11.125048 20.261833 18.617824
46 C 12.152025 9.474015 13.238737
47 C 21.835430 17.397349 10.434130
48 C 16.663992 19.300275 18.008510
49 C 9.170983 11.272024 9.662569
50 C 15.874066 14.503823 17.580272
51 C 16.503193 11.204365 14.122944
52 C 17.896169 21.444397 8.738860
53 C 10.013647 14.410667 14.583487
54 C 17.631285 20.266105 10.742243
55 C 14.729365 13.467193 17.466002
56 C 11.894964 17.357803 16.537888
57 C 10.925529 12.639592 10.732699
58 C 17.638838 18.970573 16.826071
59 C 17.483961 10.006595 16.139063
60 C 13.104538 19.153543 12.894170
61 C 8.710955 14.612902 15.347517
62 C 10.204332 15.504930 13.557652
63 C 12.368607 9.818117 15.725142
64 C 16.111715 17.676581 7.752663
65 C 13.631604 15.193056 13.509547
66 C 17.259158 12.463141 9.848892
67 C 10.940336 19.759294 13.824374
68 C 12.337276 20.298862 13.646481
69 H 14.219772 13.326853 18.409847
70 H 16.271828 18.710771 8.030283
71 H 22.261345 16.390966 10.555893
72 H 10.998407 16.778684 16.863126
73 H 12.097847 15.005038 10.549200
74 H 15.209057 15.312369 8.586661
75 H 16.283093 12.073525 14.763330
76 H 15.210236 16.475933 15.484377
77 H 16.795512 9.179428 16.149759
78 H 19.074824 18.920813 11.528415
79 H 9.354479 15.433842 12.847806
80 H 14.130652 11.415067 9.036507
81 H 15.245917 14.091670 10.936720
82 H 10.956400 18.822629 14.383162
83 H 11.131201 9.862699 13.185585
84 H 12.486940 18.569920 18.690873
85 H 16.334000 17.425174 18.537165
86 H 17.104323 10.691858 16.894545
87 H 12.163370 20.204828 20.566343
88 H 18.548325 13.103831 14.222491
89 H 9.509778 21.391619 12.637050
90 H 9.124739 11.972215 8.810509
91 H 13.236748 18.353209 13.637866
92 H 15.325258 18.370728 10.427692
93 H 17.992216 18.347741 13.551605
94 H 12.499898 8.758999 15.994565
95 H 17.751901 16.061483 11.351721
96 H 12.808012 16.963215 17.004816
97 H 17.446677 17.971287 16.465747
98 H 14.027628 19.482172 12.448726
99 H 23.680934 18.057784 9.534870
100 H 19.638830 21.269798 11.986154
101 H 16.842032 20.968889 11.083794
102 H 11.083429 15.316994 12.930240
103 H 9.813637 11.259061 11.747304
104 H 20.353996 14.479666 14.211776
105 H 10.401172 19.812746 20.702318
106 H 13.246561 14.258588 13.173557
107 H 15.225888 20.114008 16.582267
108 H 13.549564 15.879283 12.676043
109 H 10.949440 21.502397 20.343292
110 H 10.467645 22.511148 13.557177
111 H 12.212148 7.911097 11.224331
112 H 18.523895 21.256976 13.170902
113 H 16.292944 14.677536 16.562836
114 H 9.816222 20.437157 17.087678
115 H 16.643467 14.002627 19.478274
116 H 18.593286 18.938286 17.280397
117 H 12.699288 13.755221 9.350772
118 H 13.183428 11.773160 13.177304
119 H 10.742435 18.134024 18.616042
120 H 19.614368 13.744050 11.309061
121 H 21.620736 19.139432 11.613716
122 H 8.774265 22.155959 14.088023
123 H 17.687668 13.060713 9.010715
124 H 12.789714 20.022702 15.551989
125 H 9.845383 10.446065 9.499667
126 H 12.846996 10.397982 16.507241
127 H 16.825104 18.314414 12.289891
128 H 18.157974 9.788362 14.114199
129 H 7.815434 12.589966 11.631074
130 H 11.790863 15.228199 8.788184
131 H 12.791120 9.008213 10.063708
132 H 17.522535 20.673514 8.052163
133 H 18.472599 22.181281 8.164513
134 H 21.153986 17.728742 12.604143
135 H 7.897716 14.556555 14.594682
136 H 10.234723 16.518702 13.976550
137 H 16.662336 14.355886 12.876235
138 H 8.601975 13.782249 10.857797
139 H 15.518536 17.044831 13.813414
140 H 13.934185 17.695143 7.942834
141 H 15.646336 10.713724 8.489499
142 H 16.032933 17.660826 6.662613
143 H 14.895989 18.542247 17.283556
144 H 20.028103 18.256567 9.809457
145 H 13.688023 17.625953 10.325805
146 H 12.036857 8.395034 13.487208
147 H 15.193301 16.683634 10.441703
148 H 15.074706 14.098354 14.573230
149 H 17.251204 19.491505 10.069307
150 H 15.230595 15.805621 19.015520
151 H 17.883358 14.755673 18.339959
152 H 22.521277 19.147877 9.419558
153 H 13.926042 9.833953 14.296650
154 H 11.191551 9.179535 10.794541
155 H 10.832161 14.338120 15.279105
156 H 11.927490 11.971423 14.197083
157 H 18.418615 9.577704 16.480110
158 H 11.831404 21.014213 18.249394
159 H 17.675923 19.722225 16.013975
160 H 16.987728 17.040425 7.969936
161 H 9.402337 13.247281 13.194175
162 H 8.402867 13.903702 16.117496
163 H 17.812531 11.519197 9.834687
164 H 15.564289 11.843072 10.956092
165 H 17.515861 12.967170 10.777996
166 H 11.952521 17.236934 15.445481
167 H 12.315687 21.156575 12.966903
168 H 14.018903 13.889543 16.770442
169 H 11.319364 13.046876 11.700479
170 H 14.576433 19.960982 18.225426
171 H 15.176042 12.339477 7.970601
172 H 11.601464 11.931218 10.314209
173 H 17.396043 13.076188 18.151986
174 H 12.428802 18.817940 12.134215
175 H 22.850999 18.119696 12.259970
176 H 17.981111 17.170630 9.964547
177 H 21.131805 14.372131 11.964377
178 H 17.080895 20.182544 18.590095
179 H 16.985024 22.072360 8.995982
180 H 11.286816 9.908608 15.702846
181 H 19.505686 15.590824 13.060353
182 H 16.745073 11.558667 13.124069
183 H 12.511495 21.564993 15.229529
184 H 12.994297 15.518588 14.320632
185 H 15.667890 10.520408 13.979738
186 H 19.419274 11.485668 14.166990
187 H 20.380298 11.866327 11.759246
188 H 8.719155 15.626606 15.814297
189 H 9.101095 20.110854 18.544313
190 H 8.178088 10.817335 9.768620
191 H 16.701370 16.035850 14.688177
192 H 15.019833 12.493478 17.033317
193 H 18.472153 15.517714 9.866000
194 H 10.586020 19.497706 12.841853
195 H 16.764444 19.674061 13.482985
196 H 20.345914 16.662927 9.072973

Atomic forces in eV per Å
-0.187 0.375 -0.352
-0.062 0.640 -1.074
0.314 -0.814 -0.083
0.721 0.738 -0.119
-1.176 -0.225 -1.301
-0.073 -0.304 -0.312
0.340 -0.091 -0.125
0.019 -0.517 -0.650
0.194 0.630 1.042
0.857 -0.572 0.897
-0.117 0.100 -1.104
0.595 -0.701 0.406
0.016 -0.559 0.086
0.245 0.734 -1.033
0.557 -1.281 0.015
-0.917 0.397 0.351
-0.559 -0.567 0.159
0.017 -1.199 0.254
-0.940 -0.679 -0.267
-0.419 -1.088 -0.118
0.846 -0.415 -0.067
0.737 1.190 0.202
-0.965 -0.699 1.188
0.574 0.620 0.890
0.193 -0.600 0.584
-0.872 -0.347 -0.526
-0.660 0.482 -0.538
0.859 1.012 -0.674
0.783 0.255 -1.604
1.273 -0.378 0.359
-1.130 -0.531 0.253
-0.421 -1.349 -0.234
-0.266 1.042 -0.846
-0.135 0.737 0.175
-0.269 -1.537 -0.589
1.510 -0.696 0.117
0.116 -0.581 -0.677
-0.377 -1.240 0.737
-0.258 0.693 -0.006
-2.005 -0.187 1.654
0.245 -0.775 -0.589
0.437 -0.060 0.387
-1.037 -1.708 -0.974
-0.625 -0.620 0.826
0.387 -0.270 1.186
0.474 -0.131 1.475
1.926 0.515 1.092
1.120 0.678 0.530
-0.956 0.462 0.274
-0.235 -0.184 -0.493
0.874 0.225 0.110
-1.281 1.451 0.355
-0.347 -0.846 0.747
0.128 0.367 -0.744
0.462 0.666 -0.488
-0.839 -0.315 -0.392
0.248 2.451 -0.088
-0.866 0.647 0.946
0.384 -0.610 0.114
-0.752 0.889 1.751
-0.773 1.097 -0.259
-0.349 -0.101 -0.934
-0.182 -0.501 -0.052
-0.537 -0.203 0.102
-0.778 -0.092 -0.563
1.540 0.862 0.618
-0.385 0.530 0.483
1.067 0.056 -0.837
-0.007 -0.143 0.361
0.469 0.229 0.133
0.030 0.184 -0.302
0.644 0.030 -0.051
0.636 0.021 -0.421
-0.792 0.135 -0.174
-0.487 -0.314 -0.354
0.039 -0.201 -0.779
-0.518 -0.381 -0.380
-0.110 0.252 0.181
0.241 0.295 0.388
0.013 0.067 -0.201
0.141 -0.337 -0.118
-0.065 0.228 0.363
-0.124 0.283 -0.260
-0.130 -0.082 0.272
0.293 0.613 0.240
0.164 0.498 -0.276
-0.716 0.168 -0.239
-0.230 0.494 -0.208
-0.353 0.206 -0.045
0.258 -0.412 0.299
0.351 0.003 -0.423
-0.081 0.554 -0.670
0.163 -0.031 0.582
0.400 0.184 -0.417
-0.100 0.213 0.430
-0.128 0.063 -0.004
-0.322 -0.260 -0.463
0.428 0.025 0.062
0.086 -0.545 0.419
0.218 0.340 -0.145
0.064 -0.415 -0.150
-0.001 0.130 0.329
-0.454 0.198 -0.393
-0.270 0.032 -0.620
0.481 0.504 -0.468
-0.624 -0.816 -0.353
0.073 0.351 -0.187
0.012 0.442 -0.157
-0.140 0.068 0.322
0.038 0.150 0.384
0.034 -0.762 0.316
-0.466 0.545 0.410
-0.534 0.185 0.631
-0.106 -0.072 -0.367
0.432 -0.082 0.060
1.288 -0.074 0.278
0.310 0.637 0.010
0.013 0.414 -0.093
0.188 0.189 -0.109
-0.335 0.361 0.000
-0.206 -0.093 0.300
-0.114 0.378 -0.071
-0.879 -0.237 0.357
0.389 0.330 0.169
0.380 -0.119 -0.436
-0.281 0.275 0.150
-0.575 -0.109 0.145
-0.134 -0.382 -0.079
-0.427 0.051 0.074
-0.098 -0.395 0.168
0.116 0.582 0.098
0.381 -0.262 0.306
0.600 -0.606 0.372
0.366 -0.004 -0.744
0.232 0.356 0.341
0.016 -0.286 -0.032
-0.396 -0.015 0.070
0.139 0.227 -0.339
0.071 0.667 -0.371
0.706 0.344 0.369
0.179 0.446 0.431
-0.339 -0.132 0.085
-0.193 0.282 -0.225
-0.377 0.265 -0.255
0.589 -0.020 -0.117
0.284 0.295 -0.172
-0.160 -0.290 0.460
0.129 0.548 -0.176
-0.621 -0.252 0.479
0.068 -0.406 -0.654
-0.939 -0.593 0.453
-0.510 0.084 0.275
0.566 0.111 -0.046
-0.733 0.978 0.183
0.568 0.344 0.390
0.083 0.231 -0.067
0.257 0.095 0.370
0.292 -0.451 -0.272
-0.340 -0.435 0.442
-0.370 0.303 0.361
0.247 -0.544 -0.132
0.722 -0.245 -0.039
-0.441 -0.208 0.073
-0.081 0.294 -0.534
0.824 0.229 0.097
0.174 0.231 0.342
-0.142 0.011 -0.046
-0.466 0.041 -0.201
-0.168 -0.353 -0.665
-0.025 0.353 0.417
0.036 0.236 -0.378
0.932 -0.562 -0.365
-0.116 -0.382 -0.092
-0.149 -0.467 -0.643
0.250 -0.270 -0.089
0.128 0.449 0.428
0.166 -1.129 -0.253
-0.493 -0.904 -0.765
0.667 -0.798 0.110
-0.263 0.596 0.365
0.200 -0.990 0.111
0.125 0.282 -0.108
-0.060 0.144 -0.045
0.092 0.186 0.340
0.050 0.085 0.481
-0.150 -0.039 0.193
0.127 0.044 0.296
-0.227 -0.585 -0.347
0.123 0.058 -0.243
0.051 0.162 0.099
0.597 0.202 -0.107
0.212 0.437 0.333
0.024 0.251 0.221
-0.548 -0.027 -0.662
0.235 -0.170 -0.245
-0.094 -0.053 -0.036

- total energy (a.u.) = -3324.50336
- lowest unoccupied orbital energy (eV) = 0.38
- frontier orbital gap (eV) = 9.31